1.
Molecular formula: C9H11O3
Method: DFT, ωB97M-V/def2-TZVPD

E	-15654.4699	eV
relative energy (zero: lowest compared OMol25 entry of this formula, charge and spin)	1.830	eV
M	167.2	g mol⁻¹
Kohn-Sham gap	0.2465	Eh
highest occupied orbital energy	-3.7522	eV

```
! wB97M-V def2-TZVPD RIJCOSX def2/J DEFGRID3
* xyz -1 1
C 1.980 -1.240 0.108
C 0.058 1.308 2.837
C 1.376 1.555 2.573
C -0.740 0.591 1.919
C 1.986 0.812 1.548
C -0.144 -0.215 0.980
C 1.263 -0.189 0.929
O -0.605 1.906 3.898
H -0.961 1.224 4.466
H 1.873 2.333 3.124
H -1.756 0.881 2.039
H 3.056 0.752 1.373
H -0.635 -0.905 0.319
H 1.315 -1.911 -0.441
H 2.431 -2.029 0.728
H 2.659 -0.681 -0.498
C -2.310 -0.787 -4.250
C -1.396 -0.401 -2.970
O -1.471 0.808 -2.707
O -0.648 -1.304 -2.556
H -2.997 -1.578 -3.957
H -1.510 -1.053 -4.937
H -2.824 0.124 -4.523
*
```

natural (NBO) population analysis, charges in e, atoms 1 to 5: number 1, C, carries -0.64; number 2, C, carries 0.26; number 3, C, carries -0.27; number 4, C, carries -0.26; number 5, C, carries -0.22

***

2.
Molecular formula: C9H11O3
Method: DFT, ωB97M-V/def2-TZVPD

E	-15652.1614	eV
relative energy (zero: lowest compared OMol25 entry of this formula, charge and spin)	0.000	eV
M	167.2	g mol⁻¹
Kohn-Sham gap (alpha / beta)	0.0630 / 0.2363	Eh
highest occupied orbital energy (alpha / beta)	3.7772 / -0.9544	eV

```
! wB97M-V def2-TZVPD RIJCOSX def2/J DEFGRID3
* xyz -2 2
C -2.330 3.747 1.841
C -1.632 2.449 1.369
O -1.574 1.574 2.320
O -1.232 2.369 0.224
H -1.676 4.336 2.474
H -3.206 3.477 2.418
H -2.653 4.304 0.975
C 2.236 -2.200 -2.686
C -0.136 -0.871 0.734
C 0.927 -0.124 0.262
C -0.358 -2.119 0.088
C 1.715 -0.530 -0.835
C 0.419 -2.516 -0.981
C 1.493 -1.747 -1.450
O -0.832 -0.643 1.851
H -1.197 0.492 2.084
H 1.123 0.861 0.642
H -1.130 -2.778 0.486
H 2.359 0.210 -1.280
H 0.308 -3.472 -1.474
H 3.171 -1.641 -2.815
H 1.698 -1.915 -3.585
H 2.505 -3.262 -2.661
*
```

natural (NBO) population analysis, charges in e, atoms 1 to 5: number 1, C, carries -0.72; number 2, C, carries 0.79; number 3, O, carries -0.75; number 4, O, carries -0.67; number 5, H, carries 0.20

***

3.
Molecular formula: C9H11O3
Method: DFT, ωB97M-V/def2-TZVPD

E	-15650.8204	eV
relative energy (zero: lowest compared OMol25 entry of this formula, charge and spin)	2.073	eV
M	167.2	g mol⁻¹
Kohn-Sham gap (alpha / beta)	0.2871 / 0.1631	Eh
highest occupied orbital energy (alpha / beta)	-8.1312 / -8.1277	eV

```
! wB97M-V def2-TZVPD RIJCOSX def2/J DEFGRID3
* xyz 0 2
C 3.124 2.775 1.356
C 0.633 -0.628 0.157
C 0.209 0.696 0.168
C 1.950 -0.856 0.560
C 0.997 1.820 0.493
C 2.760 0.315 0.942
C 2.257 1.605 0.964
O -0.027 -1.626 -0.273
H -0.966 -1.221 -0.924
H -0.744 0.943 -0.107
H 2.424 -1.836 0.532
H 0.537 2.872 0.555
H 3.679 0.080 1.337
H 3.976 2.589 1.933
H 2.411 3.286 2.032
H 3.316 3.427 0.528
C -4.269 -2.553 -1.648
C -3.121 -1.491 -1.183
O -2.057 -1.368 -1.858
O -3.504 -0.808 -0.213
H -3.773 -3.278 -2.275
H -4.923 -1.877 -2.243
H -4.891 -2.864 -0.836
*
```

natural (NBO) population analysis, charges in e, atoms 1 to 5: number 1, C, carries -0.64; number 2, C, carries 0.36; number 3, C, carries -0.17; number 4, C, carries -0.14; number 5, C, carries -0.20

***

4.
Molecular formula: C9H12BNO4
Method: DFT, ωB97M-V/def2-TZVPD

structure (SMILES)	N[C@H](Cc1ccc(B(O)O)cc1)C(=O)O
E	-19887.2858	eV
relative energy (zero: lowest compared OMol25 entry of this formula, charge and spin)	0.000	eV
M	209.0	g mol⁻¹
Kohn-Sham gap	0.3448	Eh
highest occupied orbital energy	-8.8509	eV

```
! wB97M-V def2-TZVPD RIJCOSX def2/J DEFGRID3
* xyz 0 1
O 1.325 -1.595 4.394
O -1.858 3.185 -3.174
O -2.406 1.092 -4.246
O 2.953 -0.740 3.140
B -1.804 1.842 -3.238
C 1.678 -1.050 3.386
C -1.668 0.663 -0.915
C 0.261 0.847 -2.328
C -0.897 0.022 0.016
C 1.040 0.212 -1.379
C -1.062 1.112 -2.054
C 0.458 -0.238 -0.187
N -0.477 -1.676 2.446
C 1.253 -0.840 0.934
C 0.641 -0.736 2.330
H -2.318 3.570 -3.937
H -2.444 0.124 -4.212
H 3.507 -0.993 3.885
H -2.720 0.720 -0.777
H 0.690 1.177 -3.266
H -1.333 -0.285 0.948
H 2.087 0.059 -1.562
H -0.283 -2.629 2.102
H -0.599 -1.851 3.471
H 1.431 -1.911 0.719
H 2.245 -0.381 0.951
H 0.300 0.301 2.552
*
```

natural (NBO) population analysis, charges in e, atoms 1 to 5: number 1, O, carries -0.61; number 2, O, carries -0.87; number 3, O, carries -0.91; number 4, O, carries -0.68; number 5, B, carries 1.12

***

5.
Molecular formula: C9H12Br2
Method: DFT, ωB97M-V/def2-TZVPD

E	-149609.5517	eV
relative energy (zero: lowest compared OMol25 entry of this formula, charge and spin)	2.065	eV
M	280.0	g mol⁻¹
Kohn-Sham gap	0.2756	Eh
highest occupied orbital energy	-8.0416	eV

```
! wB97M-V def2-TZVPD RIJCOSX def2/J DEFGRID3
* xyz 0 1
C 0.904 0.158 2.109
C 0.623 -1.136 2.205
C 1.219 0.790 0.829
C 0.257 -1.831 0.980
C 0.656 0.060 -0.349
C 0.262 -1.315 -0.202
C -0.279 -2.067 -1.341
C -1.080 2.341 -1.153
C -1.251 0.877 -0.675
Br 3.317 0.804 0.312
Br -2.232 0.741 0.951
H 1.238 0.661 3.018
H 0.211 -1.561 3.096
H 1.125 1.899 0.833
H -0.001 -2.838 0.984
H 1.077 0.540 -1.281
H -1.145 -1.405 -1.684
H -0.556 -3.024 -1.013
H 0.371 -2.228 -2.212
H -0.803 3.056 -0.418
H -2.014 2.676 -1.547
H -0.226 2.465 -1.867
H -1.672 0.337 -1.574
*
```

natural (NBO) population analysis, charges in e, atoms 1 to 5: number 1, C, carries -0.24; number 2, C, carries -0.15; number 3, C, carries -0.18; number 4, C, carries -0.23; number 5, C, carries -0.20

***

6.
Molecular formula: C9H12Cl2Si
Method: DFT, ωB97M-V/def2-TZVPD

structure (SMILES)	C[Si](Cl)(Cl)CCc1ccccc1
E	-42453.8233	eV
relative energy (zero: lowest compared OMol25 entry of this formula, charge and spin)	0.000	eV
M	219.2	g mol⁻¹
Kohn-Sham gap	0.3617	Eh
highest occupied orbital energy	-9.2034	eV

```
! wB97M-V def2-TZVPD RIJCOSX def2/J DEFGRID3
* xyz 0 1
Cl 2.517 -1.359 -3.458
Cl 3.690 0.868 -1.183
C -2.536 -0.835 2.768
C -2.580 0.267 1.930
C -1.410 -1.596 2.849
C -1.505 0.569 1.118
C -0.317 -1.274 2.086
C -0.365 -0.162 1.230
C 0.787 0.200 0.374
C 1.395 1.544 -3.453
C 0.666 -0.372 -1.040
Si 1.945 0.208 -2.252
H -3.397 -1.098 3.360
H -3.443 0.900 1.897
H -1.408 -2.451 3.554
H -1.556 1.394 0.446
H 0.595 -1.860 2.222
H 1.732 -0.080 0.825
H 0.823 1.284 0.326
H 2.088 1.497 -4.305
H 1.539 2.491 -2.994
H 0.369 1.439 -3.757
H -0.312 -0.103 -1.470
H 0.686 -1.470 -1.073
*
```

natural (NBO) population analysis, charges in e, atoms 1 to 5: number 1, Cl, carries -0.38; number 2, Cl, carries -0.40; number 3, C, carries -0.23; number 4, C, carries -0.18; number 5, C, carries -0.20

***

7.
Molecular formula: C9H12Cl8O4
Method: DFT, ωB97M-V/def2-TZVPD

structure (SMILES)	C#COC(=O)OCC=O.ClCCl.ClCCl.ClCCl.ClCCl
E	-117890.3499	eV
M	467.8	g mol⁻¹
Kohn-Sham gap	0.3691	Eh
highest occupied orbital energy	-10.2627	eV

```
! wB97M-V def2-TZVPD RIJCOSX def2/J DEFGRID3
* xyz 0 1
C 2.238 -0.059 -1.366
C 1.396 0.963 -1.287
O 0.610 2.148 -1.618
C -0.571 2.076 -0.793
O -0.472 2.355 0.462
O -1.883 1.768 -1.274
C -1.900 0.588 -2.134
C -2.215 -0.700 -1.177
O -1.859 -1.860 -1.620
H 3.098 -0.819 -1.560
H -0.962 0.442 -2.782
H -2.806 0.668 -2.861
H -2.765 -0.545 -0.168
C 3.729 -1.682 -4.835
Cl 2.408 -0.520 -4.667
Cl 4.798 -1.642 -3.427
H 3.310 -2.684 -4.934
H 4.307 -1.435 -5.725
C 0.504 4.320 3.060
Cl -0.977 4.349 4.024
Cl 1.920 4.023 4.076
H 0.428 3.525 2.316
H 0.621 5.282 2.561
C -0.731 0.928 4.778
Cl 0.620 -0.095 5.281
Cl -1.896 0.017 3.810
H -1.233 1.314 5.666
H -0.346 1.757 4.183
C -1.868 -4.876 0.255
Cl -3.355 -4.852 1.211
Cl -0.457 -5.173 1.278
H -1.939 -5.669 -0.490
H -1.750 -3.912 -0.242
*
```

natural (NBO) population analysis, charges in e, atoms 1 to 5: number 1, C, carries -0.28; number 2, C, carries 0.20; number 3, O, carries -0.48; number 4, C, carries 0.98; number 5, O, carries -0.55

***

8.
Molecular formula: C9H12ClMoO6PS4Te
Method: DFT, ωB97M-V/def2-TZVPD

E	-96099.9023	eV
relative energy (zero: lowest compared OMol25 entry of this formula, charge and spin)	0.479	eV
M	634.4	g mol⁻¹
Kohn-Sham gap (alpha / beta)	0.2203 / 0.2079	Eh
highest occupied orbital energy (alpha / beta)	-15.3233 / -15.4317	eV

```
! wB97M-V def2-TZVPD RIJCOSX def2/J DEFGRID3
* xyz 2 1
Mo 1.520 -0.676 0.502
O 0.595 3.933 4.852
C 0.921 3.024 4.186
S 2.157 3.144 2.865
C 2.098 1.498 2.425
C 1.198 0.648 3.139
S 1.029 -1.007 2.768
S 0.250 1.351 4.369
S 3.077 0.917 1.150
Cl 0.673 -4.059 0.923
C 2.386 -4.468 0.754
C 3.290 -3.329 0.339
O 4.438 -3.384 0.115
O 2.634 -2.065 0.279
H 2.498 -5.254 0.009
H 2.756 -4.849 1.705
C -3.566 -1.986 -1.063
C -3.441 -0.488 -1.017
O -2.223 -0.117 -0.248
P -0.913 0.370 -0.897
O 0.058 0.588 0.331
Te 0.449 -1.245 -2.027
O -1.222 1.694 -1.619
C -0.434 2.371 -2.678
C -0.351 3.833 -2.335
H -4.521 -2.242 -1.521
H -3.552 -2.403 -0.057
H -2.774 -2.444 -1.657
H -4.250 -0.016 -0.468
H -3.374 -0.032 -2.005
H -0.978 2.189 -3.600
H 0.546 1.897 -2.729
H -1.346 4.260 -2.222
H 0.153 4.355 -3.149
H 0.218 3.994 -1.421
*
```

natural (NBO) population analysis, charges in e, atoms 1 to 5: number 1, Mo, carries 0.96; number 2, O, carries -0.39; number 3, C, carries 0.24; number 4, S, carries 0.53; number 5, C, carries -0.38

***

9.
Molecular formula: C9H12F2
Method: DFT, ωB97M-V/def2-TZVPD

structure (SMILES)	C=C[C@@]1(F)C[C@]1(C)/C=C(/C)F
E	-14959.2771	eV
relative energy (zero: lowest compared OMol25 entry of this formula, charge and spin)	1.121	eV
M	158.2	g mol⁻¹
Kohn-Sham gap	0.3338	Eh
highest occupied orbital energy	-8.1593	eV

```
! wB97M-V def2-TZVPD RIJCOSX def2/J DEFGRID3
* xyz 0 1
C 3.335 -0.549 -1.322
C 2.664 0.321 -0.530
C -1.087 -0.492 0.305
C -2.327 -0.330 -0.159
C 1.021 0.169 1.557
C 0.046 0.433 0.409
C 1.585 -0.305 0.252
C -3.435 -1.361 -0.234
C -0.167 1.879 0.004
F -2.816 0.867 -0.777
F 1.455 -1.638 0.079
H 4.186 -0.384 -2.016
H 3.057 -1.581 -1.228
H 2.987 1.374 -0.452
H -0.826 -1.384 0.719
H 1.318 1.055 2.073
H 0.762 -0.619 2.210
H -4.347 -0.710 -0.173
H -3.356 -1.862 -1.114
H -3.581 -2.015 0.669
H -0.856 2.479 0.648
H -0.443 2.115 -1.001
H 0.826 2.538 0.083
*
```

natural (NBO) population analysis, charges in e, atoms 1 to 5: number 1, C, carries -0.38; number 2, C, carries -0.26; number 3, C, carries -0.29; number 4, C, carries 0.43; number 5, C, carries -0.44

***

10.
Molecular formula: C9H12FIN3
Method: DFT, ωB97M-V/def2-TZVPD

E	-24806.0207	eV
relative energy (zero: lowest compared OMol25 entry of this formula, charge and spin)	1.991	eV
M	308.1	g mol⁻¹
Kohn-Sham gap	0.3431	Eh
highest occupied orbital energy	-12.6623	eV

```
! wB97M-V def2-TZVPD RIJCOSX def2/J DEFGRID3
* xyz 1 1
C -1.122 -0.629 3.178
C -0.240 0.174 2.488
C -1.971 -1.503 2.567
C -0.745 -1.114 0.535
C -0.034 -0.046 1.135
C -1.705 -1.762 1.265
C 0.970 0.702 0.318
C -0.002 1.757 -1.075
C 0.688 1.119 -2.276
N 2.040 0.594 -1.823
N -0.067 -0.086 -2.629
N 1.803 -0.123 -0.616
F -2.492 -2.727 0.637
I 0.289 3.845 -0.683
H -1.137 -0.486 4.170
H 0.273 0.974 3.050
H -2.661 -2.039 3.069
H -0.769 -1.505 -0.425
H 1.686 1.320 0.798
H -1.010 1.290 -1.094
H 0.833 1.627 -3.211
H 2.497 0.044 -2.556
H -1.020 -0.260 -2.411
H 0.077 -0.173 -3.611
H 2.676 -0.121 -0.066
H 1.143 -0.872 -0.733
*
```

natural (NBO) population analysis, charges in e, atoms 1 to 5: number 1, C, carries -0.14; number 2, C, carries -0.20; number 3, C, carries -0.24; number 4, C, carries -0.35; number 5, C, carries -0.09